89
Properties=species:S:1:pos:R:3 method="wB97M-V/def2-TZVPD" total_charge=+1 s2=0.785 multiplicity=2 homo_lumo_gap_ev="4.99 / 6.34" energy_ha=-7441.65213 e_homo_ev="-8.267 / -9.623" molar_mass_g_mol=1018.22
Hg -0.38 0.80 -0.05
C 2.01 2.95 2.36
C 1.56 2.29 3.66
C 2.46 1.12 4.02
C 0.08 1.88 3.58
C -0.53 1.55 4.94
O -1.20 0.30 4.73
C -0.87 -0.12 3.49
N -0.17 0.66 2.77
C -1.42 -1.48 3.21
C -1.63 -2.26 4.34
C -2.23 -3.51 4.27
C -2.66 -3.99 3.05
C -2.45 -3.23 1.91
C -1.81 -1.99 1.96
P -1.58 -1.26 0.31
C -3.23 -1.14 -0.42
C -3.79 -2.20 -1.13
C -5.07 -2.09 -1.65
C -5.79 -0.92 -1.48
C -5.23 0.15 -0.78
C -3.95 0.04 -0.26
C -0.68 -2.47 -0.68
C -0.07 -3.52 -0.12
C 0.69 -4.50 -0.90
C 0.71 -4.45 -2.23
C 0.05 -3.36 -3.00
C -0.53 -2.18 -2.16
H 3.08 3.18 2.39
H 1.47 3.88 2.18
H 1.84 2.29 1.51
H 1.61 3.03 4.46
H 2.54 0.42 3.19
H 2.10 0.56 4.89
H 3.47 1.47 4.26
H -0.47 2.70 3.11
H -1.26 2.28 5.29
H 0.23 1.40 5.72
H -1.34 -1.88 5.31
H -2.37 -4.09 5.17
H -3.16 -4.95 2.98
H -2.79 -3.62 0.96
H -3.23 -3.12 -1.28
H -5.50 -2.92 -2.21
H -6.79 -0.83 -1.89
H -5.79 1.07 -0.66
H -3.51 0.88 0.26
H -0.16 -3.70 0.94
H 1.20 -5.29 -0.36
H 1.24 -5.20 -2.80
H -0.64 -3.79 -3.73
H -1.48 -1.83 -2.58
Br 1.07 -3.49 -6.28
C 0.78 -2.06 -5.08
C 0.33 -0.87 -5.48
C 0.12 0.22 -4.54
C 0.31 0.08 -3.21
C 0.64 -1.27 -2.64
C 1.07 -2.38 -3.65
N 0.15 1.08 -2.28
C 0.16 2.37 -2.60
C -0.15 3.35 -1.64
C -0.11 4.73 -1.97
C -0.46 5.67 -1.04
C -0.89 5.25 0.24
C -0.89 3.92 0.51
N -0.51 2.98 -0.38
H 0.12 -0.70 -6.53
H -0.21 1.16 -4.96
H 1.39 -1.16 -1.86
H 2.11 -2.71 -3.55
H 0.46 2.71 -3.59
H 0.20 5.02 -2.97
H -0.43 6.72 -1.29
H -1.21 5.96 0.99
H -1.21 3.55 1.48
Se 2.51 -1.45 1.02
N 2.04 0.11 0.28
C 3.12 0.62 -0.27
C 3.19 1.87 -0.96
C 4.38 2.26 -1.47
C 5.57 1.46 -1.35
C 5.56 0.28 -0.70
C 4.33 -0.18 -0.14
N 4.19 -1.32 0.51
H 2.30 2.48 -1.07
H 4.45 3.21 -2.00
H 6.49 1.83 -1.78
H 6.44 -0.34 -0.60

89
Properties=species:S:1:pos:R:3 method="wB97M-V/def2-TZVPD" total_charge=-2 s2=0.783 multiplicity=2 homo_lumo_gap_ev="4.13 / 5.38" energy_ha=-3327.93278 e_homo_ev="0.016 / -1.237" molar_mass_g_mol=931.44
Tc 0.37 1.15 0.61
C 2.99 -0.14 -3.50
C 2.59 1.28 -3.08
C 1.07 1.37 -2.96
C 3.45 1.70 -1.89
C 4.62 2.37 -2.22
C 5.60 2.68 -1.29
C 5.41 2.23 0.01
C 4.26 1.54 0.40
C 4.21 1.01 1.82
C 3.77 -0.45 1.93
C 3.40 1.92 2.76
C 3.19 1.37 -0.53
N 1.99 0.88 -0.11
H 2.41 -0.48 -4.37
H 2.78 -0.83 -2.67
H 4.05 -0.20 -3.73
H 2.87 1.96 -3.90
H 0.69 0.64 -2.25
H 0.62 1.17 -3.94
H 0.73 2.35 -2.61
H 4.77 2.66 -3.26
H 6.49 3.24 -1.56
H 6.18 2.39 0.76
H 5.25 1.04 2.17
H 2.72 -0.56 1.68
H 3.92 -0.81 2.95
H 4.35 -1.07 1.25
H 2.38 2.05 2.38
H 3.86 2.90 2.84
H 3.33 1.48 3.76
Cl 1.24 -1.83 3.69
C 0.04 -0.74 4.35
C -0.37 -0.94 5.65
C -1.35 -0.13 6.22
C -1.91 0.87 5.43
C -1.49 1.07 4.13
Cl -2.25 2.35 3.21
C -0.46 0.30 3.48
N -0.09 0.49 2.24
H 0.08 -1.74 6.22
H -1.67 -0.28 7.24
H -2.68 1.52 5.83
F -9.03 -0.71 1.73
C -7.73 -0.49 1.40
C -7.43 -0.13 0.10
C -6.09 0.08 -0.23
C -5.07 -0.08 0.71
C -5.44 -0.44 2.01
C -6.77 -0.64 2.37
Sb -2.94 0.13 0.24
C -2.93 -1.33 -1.37
C -1.71 -1.49 -2.03
C -1.55 -2.43 -3.04
C -2.63 -3.23 -3.36
F -2.49 -4.16 -4.34
C -3.84 -3.13 -2.72
C -3.98 -2.17 -1.72
C -3.42 1.79 -1.05
C -3.21 1.78 -2.42
C -3.59 2.86 -3.21
C -4.16 3.95 -2.60
F -4.54 5.01 -3.37
C -4.36 4.02 -1.24
C -3.98 2.93 -0.47
H -8.23 -0.01 -0.62
H -5.85 0.40 -1.24
H -4.66 -0.54 2.76
H -7.05 -0.90 3.38
H -0.86 -0.87 -1.75
H -0.61 -2.56 -3.55
H -4.65 -3.78 -3.01
H -4.93 -2.09 -1.21
H -2.75 0.92 -2.90
H -3.42 2.87 -4.29
H -4.78 4.91 -0.80
H -4.12 2.98 0.61
N -0.49 2.63 0.09
C -0.51 3.99 0.05
C -0.16 4.78 1.17
C -0.19 6.16 1.12
C -0.59 6.83 -0.04
C -0.95 6.07 -1.15
C -0.92 4.69 -1.10
H 0.15 4.25 2.07
H 0.10 6.73 2.00
H -0.61 7.91 -0.07
H -1.26 6.57 -2.06
H -1.21 4.10 -1.97